[1]
85
Properties=species:S:1:pos:R:3:mulliken_charge:R:1 method="wB97M-V/def2-TZVPD" homo_energy_ev="-15.9 / -15.9" total_charge=+3 spin_multiplicity=2 s_squared=1.143 e_lumo_ev="-10.56 / -10.07"
Re -0.267 -0.270 0.996 -0.070
C 1.181 4.990 2.286 -0.816
N 0.435 3.909 1.696 0.148
C -0.581 4.032 0.811 -0.523
C -0.964 2.765 0.465 -0.592
N -0.183 1.864 1.126 0.812
C 0.653 2.593 1.888 -0.037
P 1.756 1.931 3.203 -0.408
C 0.454 0.814 3.878 0.134
N -0.267 -0.040 3.141 0.638
C -1.085 -0.702 3.991 -0.668
C -0.861 -0.241 5.261 -0.647
N 0.101 0.710 5.174 0.089
C 0.662 1.472 6.260 -0.790
C 2.509 0.613 2.156 -0.008
N 1.844 -0.181 1.296 0.479
C 2.759 -1.039 0.776 -0.753
C 3.985 -0.759 1.311 -0.542
N 3.814 0.277 2.166 0.112
C 4.849 0.911 2.944 -0.810
H 0.918 5.924 1.793 0.345
H 0.955 5.081 3.350 0.340
H 2.251 4.821 2.163 0.357
H -0.960 4.981 0.491 0.533
H -1.772 2.468 -0.171 0.020
H -1.755 -1.470 3.660 0.564
H -1.316 -0.538 6.184 0.504
H 0.145 1.230 7.186 0.345
H 1.720 1.235 6.376 0.338
H 0.559 2.540 6.068 0.328
H 2.495 -1.797 0.065 0.288
H 4.932 -1.232 1.133 0.530
H 5.811 0.451 2.725 0.354
H 4.912 1.973 2.706 0.349
H 4.642 0.799 4.008 0.335
Br -4.121 -2.701 1.931 -0.069
C -4.822 -0.898 2.015 -0.692
Br -3.439 0.391 1.598 0.090
H -5.175 -0.690 3.023 0.476
H -5.614 -0.784 1.277 0.460
C -0.398 -3.286 1.587 -1.004
O -0.632 -2.137 0.862 0.294
H -0.005 -3.054 2.588 0.334
H 0.337 -3.921 1.071 0.330
H -1.328 -3.860 1.692 0.321
C 1.601 -2.908 -2.285 -1.349
C 0.206 -2.738 -2.836 1.540
C -0.772 -3.725 -2.251 -1.673
C 0.191 -2.723 -4.339 -1.539
Sb -0.455 -0.612 -1.915 1.412
C 1.051 0.944 -2.814 1.622
C 1.548 0.506 -4.169 -1.817
C 2.175 1.063 -1.806 -1.514
C 0.281 2.244 -2.919 -1.676
C -2.714 -0.396 -2.697 1.371
C -3.030 1.069 -2.533 -1.442
C -3.528 -1.260 -1.770 -1.168
C -2.773 -0.845 -4.129 -1.815
H 2.056 -3.791 -2.738 0.601
H 1.574 -3.063 -1.206 0.021
H 2.248 -2.064 -2.529 0.284
H -0.352 -4.730 -2.345 0.499
H -1.719 -3.723 -2.788 0.332
H -0.950 -3.554 -1.190 0.122
H 0.383 -3.742 -4.686 0.529
H 0.967 -2.090 -4.758 0.296
H -0.769 -2.439 -4.757 0.222
H 2.153 -0.396 -4.117 0.356
H 2.185 1.293 -4.575 0.528
H 0.730 0.366 -4.870 0.347
H 2.755 0.146 -1.731 0.289
H 1.791 1.329 -0.819 0.121
H 2.854 1.852 -2.128 0.643
H -0.427 2.211 -3.743 0.398
H 0.984 3.047 -3.137 0.566
H -0.235 2.496 -1.992 0.204
H -2.926 1.393 -1.498 0.135
H -4.072 1.230 -2.817 0.561
H -2.429 1.698 -3.183 0.330
H -3.385 -0.952 -0.737 -0.150
H -3.285 -2.315 -1.866 0.246
H -4.585 -1.145 -2.018 0.549
H -2.009 -0.377 -4.747 0.316
H -3.737 -0.549 -4.550 0.569
H -2.714 -1.927 -4.213 0.318

[2]
14
Properties=species:S:1:pos:R:3:nbo_charge:R:1 method="wB97M-V/def2-TZVPD" homo_energy_ev=-7.9 total_charge=0 relative_energy_kj_mol=156.5 e_lumo_ev=0.45
C -0.071 0.019 1.443 -0.604
C 0.038 -0.431 0.045 0.544
C 0.366 -1.840 -0.325 -0.687
C -0.491 1.702 -0.850 -0.276
O -0.106 0.352 -1.010 -0.469
S -1.877 -0.380 1.395 -0.317
H 0.449 -0.596 2.170 0.234
H 0.086 1.080 1.625 0.227
H 0.927 -2.335 0.462 0.231
H 0.939 -1.826 -1.249 0.237
H -0.535 -2.413 -0.526 0.267
H 0.351 2.309 -0.508 0.184
H -1.325 1.788 -0.146 0.223
H -0.813 2.030 -1.834 0.206

[3]
48
Properties=species:S:1:pos:R:3:nbo_charge:R:1 method="wB97M-V/def2-TZVPD" homo_energy_ev=-10.5 total_charge=+1 smiles=CCCCCSc1cc(OC)c(CC[NH2+]C)cc1OC relative_energy_kj_mol=10.5 e_lumo_ev=-2.69
C 4.190 -1.744 3.971 -0.610
C 4.588 -2.961 3.144 -0.390
C 4.019 -2.967 1.724 -0.391
C 2.488 -3.060 1.656 -0.423
C 1.835 -1.693 1.519 -0.489
H 2.136 -1.208 0.591 0.213
H 2.060 -1.048 2.362 0.228
S 0.018 -1.930 1.441 0.263
C -0.619 -0.500 0.639 -0.176
C -1.754 -0.703 -0.138 -0.279
C -2.378 0.350 -0.779 0.235
C -1.859 1.642 -0.667 -0.026
C -0.728 1.843 0.115 -0.288
C -0.105 0.801 0.791 0.289
O 0.960 0.957 1.610 -0.489
C 1.450 2.252 1.872 -0.255
H 1.850 2.722 0.968 0.177
H 2.256 2.118 2.591 0.215
H 0.678 2.891 2.311 0.184
H -0.357 2.850 0.222 0.224
C -2.556 2.799 -1.337 -0.454
H -2.306 3.727 -0.823 0.247
C -2.184 2.954 -2.813 -0.214
N -2.347 1.652 -3.521 -0.532
H -3.037 1.082 -2.957 0.475
C -2.758 1.764 -4.928 -0.421
H -2.826 0.776 -5.380 0.235
H -2.038 2.358 -5.488 0.232
H -3.733 2.243 -4.989 0.231
H -1.465 1.134 -3.460 0.434
H -2.842 3.687 -3.281 0.225
H -1.153 3.293 -2.923 0.224
H -3.635 2.651 -1.256 0.234
O -3.504 0.206 -1.591 -0.558
C -4.234 -1.007 -1.511 -0.254
H -3.677 -1.836 -1.954 0.187
H -5.151 -0.839 -2.075 0.209
H -4.484 -1.244 -0.476 0.204
H -2.132 -1.709 -0.209 0.240
H 2.109 -3.557 2.551 0.208
H 2.194 -3.668 0.797 0.213
H 4.353 -2.069 1.196 0.193
H 4.443 -3.827 1.201 0.215
H 4.267 -3.868 3.660 0.199
H 5.677 -2.994 3.070 0.206
H 4.729 -1.746 4.915 0.219
H 3.127 -1.752 4.196 0.197
H 4.434 -0.825 3.442 0.196

[4]
47
Properties=species:S:1:pos:R:3:nbo_charge:R:1 method="wB97M-V/def2-TZVPD" homo_energy_ev=-10.1 total_charge=+1 relative_energy_kj_mol=133.3 e_lumo_ev=-6.44
F -2.048 -4.575 1.747 -0.302
C -1.991 -3.226 2.029 0.408
C -3.157 -2.611 2.482 -0.219
C -3.053 -1.246 2.758 0.389
F -4.175 -0.593 3.220 -0.300
C -1.886 -0.525 2.590 -0.166
C -0.694 -1.157 2.092 -0.143
C 0.446 -0.331 1.900 0.167
C 1.801 -0.663 1.604 -0.174
C 2.792 0.369 1.731 -0.080
C 4.132 0.144 1.457 -0.215
C 4.580 -1.123 1.050 -0.141
C 3.627 -2.131 0.944 0.366
F 4.054 -3.387 0.573 -0.306
C 2.275 -1.946 1.198 -0.120
C -0.783 -2.564 1.852 -0.185
H -4.088 -3.156 2.608 0.280
H -1.844 0.528 2.868 0.248
H 0.276 0.720 2.145 0.238
H 2.468 1.344 2.102 0.230
H 4.858 0.951 1.571 0.249
H 5.625 -1.317 0.823 0.263
H 1.603 -2.787 1.106 0.219
H 0.083 -3.138 1.557 0.233
C -3.287 -1.341 -3.300 -0.255
O -2.165 -0.781 -4.018 -0.493
C -1.377 0.127 -3.381 0.305
C -1.596 0.530 -2.038 -0.331
C -0.695 1.423 -1.460 0.000
C 0.360 1.959 -2.258 0.085
N 0.998 2.909 -1.497 -0.517
C 0.435 2.999 -0.257 0.197
C 0.936 4.017 0.677 -0.656
C -0.585 2.052 -0.171 -0.368
C 0.569 1.596 -3.582 -0.215
C -0.285 0.655 -4.139 -0.243
H -3.723 -2.041 -4.009 0.212
H -2.964 -1.871 -2.394 0.171
H -4.015 -0.562 -3.037 0.184
H -2.462 0.192 -1.459 0.215
H 1.750 3.503 -1.827 0.416
H 0.315 4.035 1.575 0.232
H 1.979 3.827 0.971 0.216
H 0.894 5.011 0.208 0.241
H -1.225 1.852 0.680 0.206
H 1.393 2.040 -4.140 0.223
H -0.148 0.291 -5.155 0.235

[5]
61
Properties=species:S:1:pos:R:3:nbo_charge:R:1 method="wB97M-V/def2-TZVPD" homo_energy_ev="-7.0 / -7.0" total_charge=0 e_lumo_ev="-0.68 / -0.68"
Ir 0.133 -0.235 -0.552 0.626
S -0.329 0.689 -2.741 -0.088
C -1.834 -0.212 -2.930 -0.171
C -2.167 -0.776 -4.164 -0.215
C -3.357 -1.470 -4.341 -0.191
C -4.258 -1.598 -3.290 -0.232
C -3.947 -1.043 -2.057 -0.254
C -2.738 -0.381 -1.879 -0.110
S -2.354 0.394 -0.312 0.449
C -2.575 -0.911 0.961 -0.585
C -1.368 -1.072 1.863 0.287
C -1.401 -1.984 2.908 -0.247
C -0.256 -2.164 3.656 -0.111
C 0.880 -1.418 3.364 -0.238
C 0.820 -0.502 2.335 0.250
C 1.976 0.360 1.940 -0.563
S 2.501 0.023 0.198 0.490
C 2.857 1.652 -0.346 -0.324
C 4.174 1.968 -0.680 -0.172
C 4.491 3.249 -1.086 -0.245
C 3.486 4.213 -1.139 -0.175
C 2.177 3.885 -0.827 -0.258
C 1.836 2.580 -0.445 -0.065
S 0.177 2.170 -0.124 -0.038
N -0.285 -0.341 1.609 -0.495
H -1.456 -0.675 -4.976 0.229
H -3.583 -1.916 -5.304 0.216
H -5.197 -2.122 -3.434 0.215
H -4.638 -1.135 -1.224 0.217
H -2.800 -1.852 0.450 0.277
H -3.439 -0.641 1.569 0.245
H -2.298 -2.565 3.092 0.236
H -0.235 -2.898 4.455 0.226
H 1.798 -1.553 3.920 0.227
H 2.836 0.186 2.582 0.235
H 1.694 1.411 1.962 0.272
H 4.938 1.200 -0.621 0.222
H 5.510 3.500 -1.351 0.219
H 3.725 5.224 -1.446 0.218
H 1.387 4.626 -0.886 0.224
C -1.935 -5.543 2.727 -0.635
C -2.859 -4.953 1.693 -0.070
C -4.185 -4.671 1.981 -0.226
C -5.027 -4.155 1.002 -0.053
Cl -6.690 -3.810 1.393 -0.011
C -4.553 -3.909 -0.269 -0.233
C -3.216 -4.158 -0.567 -0.312
C -2.380 -4.689 0.402 0.368
O -1.086 -5.015 0.195 -0.492
C -0.437 -4.502 -0.950 -0.166
C -0.126 -3.030 -0.758 0.731
O -0.379 -2.223 -1.704 -0.734
O 0.365 -2.658 0.319 -0.746
H -2.353 -5.426 3.728 0.209
H -0.953 -5.069 2.679 0.236
H -1.785 -6.609 2.540 0.231
H -4.572 -4.861 2.977 0.224
H -5.222 -3.525 -1.030 0.230
H -2.851 -3.923 -1.559 0.244
H -0.995 -4.640 -1.874 0.190
H 0.493 -5.059 -1.014 0.217

[6]
12
Properties=species:S:1:pos:R:3:nbo_charge:R:1 method="wB97M-V/def2-TZVPD" homo_energy_ev="-4.2 / -3.9" total_charge=-1 relative_energy_kj_mol=511.7 e_lumo_ev="3.52 / 3.59"
C -0.410 1.262 -0.471 -0.383
C 0.560 0.359 -0.403 -0.344
C 0.324 -0.938 0.343 -0.668
O 2.564 2.327 -2.503 -0.917
O 2.558 -0.909 -1.491 -1.128
P 2.276 0.438 -1.026 1.725
Cl 3.421 0.664 0.572 -0.339
H -0.253 2.122 -1.038 0.220
H -1.389 0.996 -0.132 0.171
H 1.334 -1.057 0.855 0.225
H -0.497 -0.840 1.094 0.201
H 0.212 -1.692 -0.503 0.238

[7]
21
Properties=species:S:1:pos:R:3:nbo_charge:R:1 method="wB97M-V/def2-TZVPD" homo_energy_ev=-8.4 total_charge=0 relative_energy_kj_mol=70.9 e_lumo_ev=0.92
C -2.916 -0.447 -1.378 -0.616
C -1.587 -1.144 -1.657 -0.410
C -0.692 -1.567 -0.461 -0.404
C -0.453 -0.434 0.575 -0.223
N 0.619 0.389 -0.026 -0.637
C 1.508 1.071 0.813 0.584
N 1.960 0.366 1.923 -0.853
N 2.055 2.088 0.274 -0.790
H -2.802 0.407 -0.708 0.198
H -3.439 -0.093 -2.272 0.217
H -3.661 -1.177 -0.997 0.203
H -1.855 -2.014 -2.275 0.206
H -1.057 -0.556 -2.419 0.192
H 0.225 -2.032 -0.840 0.220
H -1.192 -2.443 -0.061 0.199
H -1.370 0.088 0.789 0.190
H -0.077 -1.010 1.433 0.185
H 0.300 0.790 -0.895 0.404
H 1.617 -0.566 2.076 0.392
H 2.665 0.791 2.490 0.401
H 2.758 2.629 0.750 0.342

[8]
171
Properties=species:S:1:pos:R:3:mulliken_charge:R:1 method="wB97M-V/def2-TZVPD" homo_energy_ev=-10.0 total_charge=+1 e_lumo_ev=-1.56
C -0.451 -3.968 -3.109 -1.325
C 0.199 -2.497 -3.167 1.017
N -0.319 -1.709 -4.267 0.460
C 0.312 -1.054 -5.260 -0.635
C -0.581 -0.413 -5.957 -0.636
N -1.779 -0.557 -5.327 0.262
C -1.609 -1.384 -4.290 -0.414
C -2.852 0.435 -5.577 -0.530
H -0.068 -4.540 -2.261 0.221
H -0.390 -4.395 -4.076 0.547
H -1.551 -3.944 -2.948 0.249
H 1.274 -2.608 -3.226 0.135
H 0.001 -1.953 -2.263 -0.811
H 1.356 -1.181 -5.431 0.874
H -0.378 0.130 -6.871 0.437
H -2.286 -1.664 -3.474 0.523
H -3.803 -0.161 -5.585 0.293
H -2.658 0.901 -6.552 0.314
H -2.745 1.246 -4.885 0.105
C 4.726 2.340 2.314 -1.269
C 4.246 1.488 1.220 1.005
N 4.588 0.003 1.361 0.511
C 5.064 -0.743 0.337 0.100
C 5.428 -1.928 0.903 -0.880
N 5.245 -1.859 2.274 0.187
C 4.643 -0.695 2.497 -0.051
C 5.423 -2.964 3.204 -0.906
H 4.173 3.307 2.295 0.302
H 5.796 2.605 2.199 0.346
H 4.420 1.867 3.255 0.428
H 4.706 1.661 0.209 0.278
H 3.139 1.519 1.062 -1.035
H 4.908 -0.557 -0.744 0.320
H 5.926 -2.768 0.440 0.480
H 4.299 -0.220 3.447 0.292
H 6.461 -3.370 3.140 0.295
H 4.704 -3.723 2.776 0.311
H 5.260 -2.672 4.220 0.371
C 5.513 2.976 -3.888 -0.803
C 4.480 2.471 -4.889 0.368
N 3.171 3.216 -4.840 0.251
C 2.013 2.460 -4.774 -0.368
C 0.962 3.353 -4.816 -0.349
N 1.555 4.661 -4.933 0.219
C 2.896 4.506 -4.927 -0.277
C 0.760 5.937 -5.023 -0.756
H 6.158 2.108 -3.828 0.425
H 4.935 3.277 -2.978 -0.002
H 6.154 3.875 -4.206 0.290
H 4.138 1.560 -4.527 -0.521
H 4.774 2.256 -5.905 0.344
H 2.031 1.357 -4.698 0.412
H -0.130 3.259 -4.664 0.466
H 3.607 5.323 -5.027 0.389
H 0.776 6.338 -6.029 0.304
H 1.114 6.596 -4.254 0.364
H -0.254 5.580 -4.761 0.186
C -0.088 -6.646 2.453 -0.932
C 0.350 -5.975 3.692 -0.455
N -0.359 -4.721 4.071 0.238
C -0.832 -3.688 3.263 0.021
C -1.410 -2.814 4.123 -0.508
N -1.329 -3.322 5.426 0.323
C -0.765 -4.528 5.321 -0.168
C -1.983 -2.664 6.576 -0.669
H 0.071 -6.009 1.552 0.088
H -1.187 -6.953 2.546 0.312
H 0.446 -7.565 2.399 0.434
H 1.376 -5.608 3.607 0.205
H 0.315 -6.640 4.511 0.488
H -0.622 -3.477 2.178 0.381
H -1.918 -1.893 3.771 -0.114
H -0.560 -5.246 6.146 0.355
H -1.955 -1.671 6.234 0.149
H -1.400 -2.813 7.453 0.340
H -2.984 -3.109 6.656 0.313
C -6.423 1.099 -2.307 -1.803
C -5.205 0.771 -1.475 1.304
C -5.505 1.314 -0.035 -0.851
N -4.428 1.299 0.906 0.798
C -3.447 2.352 0.591 -1.179
C -3.780 -0.134 0.934 -0.046
C -4.915 -0.968 1.511 -1.138
C -5.605 -0.091 2.587 -0.974
C -5.005 1.388 2.316 -0.689
H -7.354 0.507 -2.116 0.385
H -6.239 0.968 -3.333 0.436
H -6.785 2.129 -2.165 0.408
H -4.352 1.208 -1.996 -0.395
H -5.068 -0.304 -1.438 0.113
H -6.305 0.661 0.348 0.364
H -5.835 2.378 -0.197 0.515
H -3.179 2.385 -0.463 0.304
H -2.628 2.295 1.247 0.229
H -3.938 3.307 0.792 0.435
H -2.964 0.013 1.651 0.212
H -3.427 -0.520 -0.042 -0.117
H -4.458 -1.881 1.926 0.432
H -5.550 -1.274 0.727 0.601
H -5.397 -0.467 3.556 0.419
H -6.674 -0.031 2.411 0.519
H -4.221 1.614 3.065 0.278
H -5.799 2.128 2.296 0.456
C 0.038 1.191 -1.999 0.951
C 0.138 1.520 -0.514 0.099
O 0.497 2.619 -0.158 -1.126
N -0.077 0.419 0.299 2.416
H 0.990 3.806 -1.345 0.345
H -0.578 -0.354 -0.112 -1.102
C -0.273 0.384 1.728 0.907
H 0.967 0.739 -2.264 0.131
H -0.199 2.099 -2.571 -0.913
H -0.812 0.459 -2.224 -0.454
H -1.011 -0.376 1.989 -1.187
H -0.676 1.378 1.958 0.219
H 0.690 0.153 2.237 -0.371
C 1.626 -0.940 5.591 -0.216
C 1.931 0.408 4.982 0.698
O 3.061 0.887 4.695 -0.802
N 0.797 1.126 4.914 0.161
H 2.071 -4.920 -0.720 0.323
H -0.124 0.840 5.303 0.206
C 0.790 2.399 4.249 -0.648
H 2.047 -0.910 6.619 0.316
H 2.044 -1.760 5.018 0.204
H 0.600 -1.018 5.510 -0.304
H 1.419 2.432 3.295 -0.002
H 1.206 3.201 4.926 0.393
H -0.247 2.623 3.950 0.100
C -3.857 1.226 5.690 -1.157
C -2.557 0.615 5.080 0.318
O -1.566 0.411 5.861 -1.025
O -2.601 0.243 3.913 -0.022
H -4.131 0.713 6.602 0.345
H -4.657 1.166 4.914 0.192
H -3.837 2.296 5.853 0.303
C 3.066 4.280 -0.096 -0.650
C 2.796 4.531 -1.548 0.577
O 1.566 4.229 -2.099 -0.191
O 3.695 4.934 -2.255 -0.633
H 2.744 3.292 0.174 -0.246
H 2.474 4.821 0.590 0.533
H 4.060 4.507 0.179 0.537
C 1.556 -2.060 0.343 3.965
C 1.777 -3.477 0.403 -0.268
O 1.947 -4.191 1.358 -0.595
O 1.917 -4.046 -0.859 -0.305
H 2.150 -1.673 -0.523 -0.939
H 1.828 -1.615 1.328 -0.233
H 0.496 -1.887 0.163 -2.042
C 4.754 -2.412 -3.507 -1.306
C 3.880 -1.108 -3.304 0.248
O 3.183 -0.796 -4.312 -0.685
O 3.893 -0.555 -2.196 -0.395
H 5.296 -2.753 -2.642 0.253
H 5.548 -2.171 -4.251 0.365
H 4.179 -3.195 -4.036 0.336
C -2.947 -4.093 0.214 -1.782
C -2.257 -2.742 -0.216 0.103
O -2.578 -2.229 -1.297 -0.544
O -1.410 -2.257 0.565 0.714
H -4.012 -4.156 -0.010 0.398
H -2.753 -4.242 1.287 0.242
H -2.524 -4.923 -0.327 0.398
C -2.690 4.755 -2.946 -1.315
C -2.519 3.338 -3.581 0.628
O -2.127 3.361 -4.765 -0.833
O -2.731 2.297 -2.927 -0.459
H -3.106 5.472 -3.664 0.329
H -1.700 5.031 -2.582 0.146
H -3.323 4.768 -2.119 0.425